{"formula": "C12H33BrN3O7PSi", "method": "ωB97M-V with the def2-TZVPD basis set", "smiles": "O=NO[SiH2]P(O)Br.COCCNCCOC.COCCNCCOC", "homo_ev": -8.51, "lumo_energy_ev": -0.29, "orbital_gap_ev": 8.22, "spin_multiplicity": 1, "mol_weight_g_mol": 470.37, "charge": 0, "symbols": ["Br", "P", "Si", "O", "O", "O", "O", "O", "O", "O", "N", "N", "N", "C", "C", "C", "C", "C", "C", "C", "C", "C", "C", "C", "C", "H", "H", "H", "H", "H", "H", "H", "H", "H", "H", "H", "H", "H", "H", "H", "H", "H", "H", "H", "H", "H", "H", "H", "H", "H", "H", "H", "H", "H", "H", "H", "H", "H"], "positions_angstrom": [[1.05135, 4.02176, 0.64170], [-1.03500, 3.32512, 1.05234], [-1.16900, 3.95231, 3.23434], [-1.57526, 5.58338, 3.22325], [-1.39844, 0.13920, -1.13490], [1.45494, -4.81289, 2.57235], [2.97635, -0.48445, 1.50529], [-3.73162, 5.47124, 3.51388], [0.53892, 1.51530, -5.17097], [-0.84404, 1.70757, 1.31544], [1.26241, -2.05161, 3.73895], [-2.19155, 0.75288, -4.21228], [-2.90411, 6.08813, 2.98570], [1.42567, -0.63327, 3.44565], [-1.70614, 2.10400, -4.43383], [-0.11130, 0.29129, -1.71488], [-0.67687, 2.14898, -5.54521], [0.78522, 0.26506, -5.77625], [1.68295, -0.19246, 2.00701], [0.30532, -4.24438, 3.18620], [3.18906, -1.82545, 1.12178], [-2.43127, 0.95810, -1.66630], [2.47881, -5.21425, 3.45548], [0.23096, -2.74386, 2.98795], [-3.00055, 0.54677, -3.02050], [2.07671, -5.76959, 4.30873], [-3.94713, 1.08371, -3.14572], [-0.44313, 3.19445, -5.75852], [-2.23923, 3.11437, 3.81431], [2.25208, -0.26225, 4.05671], [2.14529, -2.52982, 3.63647], [0.19049, -0.54554, -5.33861], [2.30953, -2.24696, 0.62245], [-3.24801, -0.51627, -2.96815], [3.14864, -5.86626, 2.89719], [-1.25158, 2.55924, -3.54411], [-0.00918, -0.26420, -2.64923], [-1.23026, 1.17042, 0.59947], [-2.54899, 2.74085, -4.72475], [-1.07742, 1.69447, -6.45724], [-0.56798, -4.70076, 2.71427], [0.28521, -4.48985, 4.25319], [-3.24674, 0.85805, -0.94458], [-0.74990, -2.40601, 3.34201], [0.26547, -2.54762, 1.90833], [0.13109, 1.34228, -1.90048], [0.08995, 3.85650, 3.98811], [1.83886, 0.03653, -5.62533], [-2.12167, 2.01065, -1.65209], [4.02643, -1.83298, 0.42485], [0.91879, -0.57908, 1.32081], [0.58099, 0.29314, -6.85106], [3.44271, -2.47276, 1.96634], [-1.41860, 0.10353, -4.22270], [1.60180, 0.89478, 1.98549], [0.60307, -0.10979, -0.99700], [0.52374, -0.11069, 3.78564], [3.06214, -4.37103, 3.84298]], "atomic_forces_ev_per_a": [[0.1, 0.0, 0.0], [-0.2, -0.4, -0.1], [0.0, -0.2, 0.0], [-0.2, 0.2, -0.2], [0.0, 0.0, 0.1], [0.0, 0.1, 0.0], [0.0, -0.1, 0.1], [0.0, -0.1, -0.1], [0.0, 0.0, 0.1], [-0.2, 0.3, 0.2], [0.1, -0.1, 0.0], [0.1, -0.1, 0.0], [0.2, 0.0, 0.2], [0.0, 0.0, 0.0], [0.0, 0.0, -0.1], [0.1, 0.0, 0.0], [0.0, 0.0, 0.0], [0.0, 0.0, -0.1], [0.1, 0.1, 0.0], [0.0, 0.0, 0.0], [0.0, 0.0, -0.1], [-0.3, 0.1, 0.1], [0.0, -0.1, 0.0], [0.0, 0.0, 0.1], [0.1, -0.1, -0.1], [0.0, 0.0, 0.0], [0.0, 0.0, 0.0], [0.0, 0.0, 0.0], [0.0, 0.0, 0.0], [0.0, 0.0, 0.0], [0.0, 0.0, -0.1], [0.0, 0.0, 0.0], [0.0, 0.0, 0.0], [0.0, 0.0, 0.0], [0.0, 0.0, 0.0], [0.0, 0.0, 0.0], [-0.1, 0.0, 0.0], [0.2, -0.1, -0.2], [0.0, 0.0, 0.0], [0.0, 0.0, 0.0], [0.0, 0.0, 0.0], [0.0, 0.0, 0.0], [0.0, 0.1, 0.0], [0.0, 0.0, 0.0], [0.0, 0.0, 0.0], [0.0, 0.0, 0.0], [0.0, 0.0, 0.0], [0.0, 0.0, 0.0], [0.1, 0.0, -0.1], [0.0, 0.0, 0.0], [0.0, -0.1, 0.0], [0.0, 0.0, 0.0], [0.0, 0.0, 0.0], [0.0, 0.0, 0.1], [0.0, 0.0, 0.0], [0.0, 0.0, 0.0], [0.0, 0.0, 0.0], [0.0, 0.0, 0.0]]}



{"formula": "C36H62Br6N2O5", "method": "ωB97M-V with the def2-TZVPD basis set", "smiles": "c1ccncc1.c1ccncc1.C1CCOC1.C1CCOC1.C1CCOC1.C1CCOC1.C1CCOC1.BrCCBr.BrCCBr.BrCCBr", "homo_ev": -8.88, "lumo_energy_ev": 0.36, "orbital_gap_ev": 9.24, "spin_multiplicity": 1, "mol_weight_g_mol": 1082.33, "charge": 0, "symbols": ["Br", "Br", "Br", "Br", "Br", "Br", "O", "O", "O", "O", "O", "N", "N", "C", "C", "C", "C", "C", "C", "C", "C", "C", "C", "C", "C", "C", "C", "C", "C", "C", "C", "C", "C", "C", "C", "C", "C", "C", "C", "C", "C", "C", "C", "C", "C", "C", "C", "C", "C", "H", "H", "H", "H", "H", "H", "H", "H", "H", "H", "H", "H", "H", "H", "H", "H", "H", "H", "H", "H", "H", "H", "H", "H", "H", "H", "H", "H", "H", "H", "H", "H", "H", "H", "H", "H", "H", "H", "H", "H", "H", "H", "H", "H", "H", "H", "H", "H", "H", "H", "H", "H", "H", "H", "H", "H", "H", "H", "H", "H", "H", "H"], "positions_angstrom": [[0.40384, -3.89008, -4.31875], [5.85728, -4.82749, -2.20566], [0.63064, 0.57336, 1.07613], [-1.23885, -0.81787, -3.05474], [-3.70049, -4.05084, -6.31586], [2.78124, -1.33198, -3.16057], [-0.45450, -0.82422, 5.36074], [3.23775, 4.65192, -0.10529], [5.86984, 1.23237, -0.63587], [-3.55720, 2.29585, -2.63043], [2.74632, -3.81397, 0.78684], [-1.51925, 3.34033, 1.64010], [-2.41519, -2.96795, 0.16792], [1.35693, 4.96807, -1.66880], [1.37006, -4.10123, 0.56242], [-4.00455, 4.09898, 2.62997], [5.73039, 0.50146, 1.60970], [-3.23080, -1.34993, 1.82135], [4.50740, -3.58338, -2.97555], [6.63183, 0.65803, 0.33884], [2.87927, 4.80786, -1.53747], [0.23313, -0.02355, 4.43585], [2.66850, -6.15939, 0.69246], [-5.79817, 2.35444, -3.29649], [3.44291, -5.00960, 1.29432], [4.35360, 0.72812, 0.95973], [-3.47216, -2.77480, -0.62673], [-0.43880, 1.28288, 4.59681], [-0.70536, -0.13730, 6.57448], [-1.21211, -4.58198, -5.10053], [1.50450, -5.53775, -0.07517], [-2.90514, 4.99490, 2.73745], [-4.47585, -1.91890, -0.18772], [0.20447, -0.45758, -0.64469], [-4.19450, 1.14673, -2.03226], [2.10469, 4.10139, 0.47390], [-5.70432, 1.51194, -2.00339], [3.90293, -2.62421, -2.07067], [-1.86558, -3.50121, -5.91604], [-2.58707, 2.51180, 1.53510], [0.93323, 4.63447, -0.22045], [-1.07569, 1.28878, 6.02435], [-4.35182, 2.69817, -3.68895], [-1.70142, 4.55655, 2.28395], [-0.43474, 0.43353, -1.75470], [-4.43572, -1.23415, 1.05059], [-3.82754, 2.85037, 2.08563], [4.65822, 1.73609, -0.13351], [-2.30787, -2.30891, 1.38183], [-3.17417, 5.96187, 3.13618], [3.29103, -5.09072, 2.37063], [3.29201, 3.92069, -2.01776], [-0.78882, 5.03703, 2.60441], [3.44184, 5.69090, -1.84052], [2.07234, 3.01278, 0.42953], [4.84057, 2.80009, 0.01735], [0.56764, 5.58428, 0.16983], [-2.16489, 1.24731, 6.02038], [-3.05932, -0.89748, 2.78690], [-1.85986, -2.76777, -5.10974], [1.30494, -0.02627, 4.63414], [-1.40815, -3.20425, -6.85981], [-0.39905, -1.34301, -0.44499], [7.36272, 1.44800, 0.51168], [-6.31637, 1.74916, -4.04027], [-1.28285, 1.45401, 3.92869], [-4.95622, 4.45707, 2.99398], [3.52237, 1.11548, 1.54887], [0.21631, 3.81345, -0.22830], [-1.49737, -0.49882, 7.23031], [7.01723, -0.31330, 0.02888], [6.02760, 1.27596, 2.31674], [1.78296, -5.41305, -1.12161], [0.02592, -0.44879, 3.45386], [0.54678, -6.05434, -0.13857], [0.88498, 4.41976, -2.48411], [0.83104, -4.08620, 1.50969], [4.64099, -2.00340, -1.56279], [-0.78303, 2.06295, 6.73366], [-2.34902, 1.61270, 0.98615], [0.18847, 2.14387, 4.36590], [3.86187, 1.75114, -0.87761], [-6.42190, 0.69152, -2.01320], [3.80720, -4.15637, -3.58342], [-4.22491, 3.75159, -3.93858], [-4.02719, 0.91260, -0.98093], [0.18798, -0.05376, 7.19340], [1.30521, 6.04149, -1.85099], [2.12768, -6.72257, 1.45302], [-5.76309, 2.03677, -1.04987], [-4.22689, 2.08662, -4.58253], [3.11241, -3.01686, -1.43112], [5.00356, -2.95123, -3.71198], [2.15299, 4.33705, 1.53703], [-1.26665, 1.08097, -1.47747], [3.33283, -6.78482, 0.09613], [-6.40829, 3.25039, -3.18198], [0.85172, -3.44183, -0.13372], [-5.35421, -1.71117, -0.78080], [1.15557, -0.76285, -1.08094], [-1.47562, -2.51946, 2.03713], [-1.98153, -4.78579, -4.35585], [4.49645, -4.90053, 1.03693], [5.66045, -0.47303, 2.09300], [-4.62681, 2.12407, 2.09281], [0.39227, 0.90952, -2.28156], [-1.10614, -5.53280, -5.62284], [4.06914, -0.21014, 0.48344], [-3.50629, -3.35698, -1.53573], [-5.25668, -0.59396, 1.33798], [-4.08410, 0.21039, -2.57922]], "atomic_forces_ev_per_a": [[0.1, -0.4, -0.1], [-0.8, 0.7, -0.1], [-0.6, -0.9, -1.7], [0.2, 0.3, 0.2], [0.2, 0.2, 0.0], [0.7, -0.5, 0.2], [-0.6, -2.5, 1.1], [-0.1, 0.7, -1.9], [-1.0, -0.2, -3.2], [0.8, -1.3, 1.7], [0.7, 0.7, 0.3], [-1.3, 0.8, 1.0], [0.7, 0.2, 1.6], [1.7, 0.7, 0.7], [0.9, -2.2, -0.4], [0.9, 0.9, 0.0], [-0.7, 0.3, -0.5], [-1.3, -1.3, -1.1], [0.9, -0.4, -2.2], [0.3, 0.0, 2.0], [1.5, -0.6, 0.7], [-0.6, -0.6, 0.1], [-0.8, -0.8, -0.2], [-1.2, 0.5, 0.7], [-1.7, 1.2, -0.1], [-0.1, 1.5, 0.4], [0.6, 0.7, 2.0], [-1.2, 2.6, 0.4], [0.7, 2.3, -0.9], [-1.1, -1.2, -0.5], [-0.3, 1.4, -0.7], [-2.4, -0.9, -0.3], [-1.0, 1.0, 0.7], [-0.1, 0.9, -0.5], [-1.8, -0.4, -0.1], [0.8, -0.5, 1.6], [1.1, 0.7, -0.5], [-1.7, 1.1, 1.2], [0.1, 0.1, 0.7], [1.4, 1.9, 0.3], [-2.0, 0.3, -1.4], [0.2, -1.2, 0.8], [-1.8, -0.6, -0.9], [1.0, -2.2, -0.3], [0.3, -0.9, 0.7], [2.4, -0.6, -0.5], [0.0, -0.5, -0.2], [0.0, -0.2, -0.5], [-1.2, 0.3, -1.9], [0.8, 0.2, 0.2], [0.4, 0.5, 0.2], [-0.1, 0.0, -0.4], [0.2, 0.4, -0.6], [-0.1, -0.2, -0.3], [0.3, -0.3, -0.3], [-0.4, 0.1, 1.3], [-0.4, -0.4, 0.5], [0.0, 0.6, -0.5], [-0.2, 0.3, 0.0], [-0.7, 1.1, -1.0], [0.2, 0.2, 0.0], [0.1, 0.0, 0.4], [0.0, 0.3, 0.5], [1.0, -0.8, 0.6], [0.2, 0.0, -0.2], [0.1, -0.5, -0.4], [-0.2, -0.3, 0.0], [0.2, -0.4, 0.5], [-0.7, 0.7, 0.2], [-0.1, -0.7, -0.7], [0.4, 0.2, -0.2], [-0.3, -0.1, 0.2], [0.1, 0.3, -0.1], [0.3, -0.1, 0.2], [0.2, -0.4, 0.5], [0.2, -0.1, 0.2], [-0.2, -0.2, 0.1], [-0.3, -0.1, 0.1], [0.2, 0.2, -0.3], [-0.4, -0.4, 0.1], [0.3, 0.0, 0.4], [0.1, -0.4, -0.5], [0.3, -0.1, 0.1], [-0.1, -0.3, 0.5], [0.3, -0.1, 0.3], [1.4, 0.5, -0.1], [0.4, -0.3, 0.0], [-0.9, -0.1, -0.1], [0.8, -0.5, 0.3], [-0.8, 0.5, -0.3], [0.9, 0.1, -0.3], [0.6, 0.0, 0.4], [0.7, -0.5, -0.1], [-0.2, 0.1, 0.2], [0.4, 0.1, 0.1], [-0.4, -0.2, 0.0], [0.0, 0.0, 0.2], [0.5, 0.4, 0.0], [-0.1, -0.3, -0.3], [0.0, -0.1, 0.6], [0.4, -0.3, -0.3], [0.6, 0.0, 0.6], [-0.2, -0.1, -0.1], [0.8, 0.0, 0.0], [-0.2, 0.0, -0.2], [-0.5, 0.4, 0.0], [0.7, 0.2, -0.1], [-0.3, 0.1, -0.1], [-0.1, 0.2, -0.2], [0.0, 0.0, 0.1], [0.6, 0.1, -0.5]]}



{"formula": "C3H8N2O", "method": "ωB97M-V with the def2-TZVPD basis set", "homo_ev": [-15.79, -15.27], "lumo_energy_ev": [-4.17, -9.26], "e_above_lowest_kcal_mol": 17.8, "orbital_gap_ev": [11.62, 6.01], "spin_multiplicity": 2, "s2": 0.78, "mol_weight_g_mol": 88.11, "charge": 1, "symbols": ["O", "N", "N", "C", "C", "C", "H", "H", "H", "H", "H", "H", "H", "H"], "positions_angstrom": [[1.11000, -0.64424, -1.29442], [-0.29684, -0.49951, 0.37897], [-1.80424, 1.07885, -0.35697], [2.10906, -0.06628, 0.81257], [0.96531, -0.30192, -0.11931], [-1.49523, -0.34055, -0.45741], [-2.70679, 1.19505, -0.81588], [-0.42578, -0.30626, 1.37502], [-1.17209, 1.55876, -1.00078], [-2.29600, -0.98567, -0.12138], [1.89093, 0.68745, 1.56569], [2.41237, -1.01518, 1.24239], [2.95335, 0.31821, 0.25593], [-1.24406, -0.67871, -1.46443]], "atomic_forces_ev_per_a": [[0.0, 0.3, -0.6], [0.3, 1.6, 0.3], [0.1, -1.1, -1.2], [0.1, 0.7, -0.3], [-0.4, -1.6, 1.0], [0.2, 0.2, -0.8], [-0.4, 0.3, 0.7], [0.1, -0.2, -0.1], [0.1, 0.2, 0.5], [-0.1, 0.0, 0.4], [-0.3, -0.2, 0.2], [-0.1, -0.1, 0.2], [0.2, -0.1, -0.3], [0.2, 0.0, 0.0]]}



{"formula": "C3H8NO4S2", "method": "ωB97M-V with the def2-TZVPD basis set", "homo_ev": -15.45, "lumo_energy_ev": -4.44, "e_above_lowest_kcal_mol": 0.0, "orbital_gap_ev": 11.02, "spin_multiplicity": 1, "mol_weight_g_mol": 186.23, "charge": 1, "symbols": ["S", "S", "O", "O", "O", "O", "N", "C", "C", "C", "H", "H", "H", "H", "H", "H", "H", "H"], "positions_angstrom": [[-0.19099, 1.45058, 0.29641], [0.22784, -1.11899, -0.74988], [0.25279, -1.39853, -2.16699], [-0.86216, 1.72058, -0.93294], [0.88842, 0.16806, -0.31335], [-0.91428, 0.95998, 1.40716], [-1.24537, -1.13508, -0.03610], [1.07423, 2.56937, 0.68334], [-2.28855, -0.69898, -0.58935], [1.12969, -2.31124, 0.25369], [-2.36347, -0.05749, -1.47428], [1.22180, -1.86631, 1.22938], [-3.25440, -0.81849, 0.00682], [0.43109, -3.11982, 0.42818], [1.95191, -2.59553, -0.27252], [0.64844, 3.11504, 1.47381], [1.94416, 1.90712, 0.93949], [1.34885, 3.22973, -0.18286]], "atomic_forces_ev_per_a": [[-0.9, 0.4, -2.0], [-0.2, -2.8, -1.8], [0.1, 0.6, 1.9], [0.0, 0.6, 0.5], [0.5, 1.3, 1.0], [0.8, 0.4, 0.5], [0.6, -1.2, 0.0], [1.8, -0.8, -1.4], [-2.3, 0.8, 0.7], [-3.6, 1.0, 0.8], [0.3, -0.6, -0.2], [0.7, 0.4, 0.2], [1.3, 0.0, -0.9], [-0.1, -0.4, -0.4], [2.6, -0.7, -1.2], [-0.1, 0.9, 1.3], [-0.7, 1.0, 0.2], [-0.5, -0.8, 0.7]]}



> What is the formula in the first record?

C12H33BrN3O7PSi



> Look up the charge of the first one.

0